Record 1
ORCA calculation (the ωB97M-V functional and the def2-TZVPD basis) on C22H29N3O3 in the gas phase.

XYZ file:
```
57
Properties=species:S:1:pos:R:3:forces:R:3
C -0.652 -2.520 0.625 0.409 0.208 0.240
O -2.019 -2.735 0.298 -0.151 -0.213 -0.315
C -2.946 -2.051 0.990 -0.122 -0.128 0.096
O -2.684 -1.228 1.825 -0.086 -0.004 0.120
C -4.334 -2.491 0.589 -0.091 0.169 0.063
C -5.267 -1.336 0.212 0.092 -0.144 -0.045
C -5.006 -0.757 -1.188 -0.119 0.269 0.162
C -4.023 0.404 -1.139 -0.293 -0.583 -0.329
O -4.385 1.560 -1.063 -0.126 0.417 0.094
N -2.725 0.046 -1.183 0.414 -0.084 -0.114
C -1.651 1.021 -1.045 -0.146 0.320 0.203
C -1.656 1.647 0.360 0.117 0.113 -0.138
C -0.350 2.377 0.706 -0.026 0.054 0.116
C -0.500 3.022 2.086 0.042 -0.156 -0.247
C -0.036 3.463 -0.324 -0.016 -0.165 0.123
C 0.803 1.354 0.753 -0.074 0.142 0.084
C 0.756 0.500 -0.461 -0.382 0.024 -0.237
C -0.340 0.363 -1.290 0.253 -0.025 0.245
C 0.093 -0.487 -2.321 0.164 0.232 0.312
N 1.350 -0.835 -2.142 0.257 -0.575 -0.550
N 1.755 -0.239 -1.011 -0.840 0.175 -0.002
C 3.082 -0.408 -0.590 0.786 -0.123 0.174
C 4.065 -0.591 -1.560 -0.113 0.067 -0.013
C 5.380 -0.766 -1.185 -0.090 0.011 0.144
C 5.750 -0.761 0.157 -0.049 -0.006 0.063
C 7.186 -0.941 0.544 0.013 -0.006 -0.034
C 4.759 -0.594 1.113 0.135 0.011 -0.099
C 3.434 -0.426 0.753 -0.243 0.014 -0.206
H -0.319 -3.300 1.312 -0.044 0.031 -0.024
H -0.083 -2.574 -0.301 -0.030 0.012 0.027
H -0.532 -1.543 1.095 0.070 -0.105 -0.074
H -4.751 -3.000 1.462 0.080 -0.047 -0.022
H -4.254 -3.212 -0.225 -0.058 -0.009 0.070
H -6.290 -1.713 0.247 0.041 0.040 0.046
H -5.177 -0.543 0.956 -0.106 -0.019 0.043
H -5.940 -0.356 -1.584 0.128 0.013 -0.055
H -4.648 -1.537 -1.863 -0.020 -0.046 -0.050
H -2.465 -0.926 -1.232 -0.070 0.004 -0.040
H -1.838 1.806 -1.792 0.061 -0.080 0.114
H -1.827 0.853 1.090 0.002 -0.021 -0.001
H -2.496 2.338 0.424 -0.009 0.014 0.043
H -0.794 2.282 2.827 -0.035 -0.088 0.120
H -1.262 3.796 2.058 -0.097 0.113 0.021
H 0.438 3.474 2.401 0.113 0.076 0.063
H -0.899 4.110 -0.463 -0.105 0.118 -0.035
H 0.228 3.030 -1.285 0.027 0.015 -0.160
H 0.799 4.073 0.014 0.102 0.082 0.009
H 0.683 0.738 1.651 0.056 0.013 0.051
H 1.765 1.868 0.826 0.015 0.001 0.070
H -0.453 -0.849 -3.170 -0.079 -0.109 -0.223
H 3.772 -0.600 -2.598 -0.004 0.010 -0.072
H 6.137 -0.905 -1.944 0.071 -0.013 -0.101
H 7.796 -0.146 0.116 0.097 0.027 0.021
H 7.304 -0.926 1.624 0.066 -0.007 0.061
H 7.564 -1.889 0.165 0.089 -0.050 0.022
H 5.022 -0.604 2.161 0.034 -0.006 0.096
H 2.682 -0.332 1.519 -0.110 0.019 0.070
```
Forces are in eV/Å.

Output
* relative energy (zero: lowest compared OMol25 entry of this formula, charge and spin): 3.8 kcal/mol
* highest occupied orbital energy: -8.53 eV
* charge: 0
* total energy: -33899.056 eV
* structure (SMILES): COC(=O)CCCC(=O)N[C@H]1CC(C)(C)Cc2c1cnn2-c1ccc(C)cc1
* Kohn-Sham gap: 9.22 eV
* strongest force on any atom: 0.86 eV/Å
* LUMO: 0.6907 eV

These are the natural (NBO) partial charges, in e, on atoms 1 to 4: -0.275 -0.523 0.806 -0.606

=====

Record 2
ORCA calculation (the ωB97M-V functional and the def2-TZVPD basis) on C22H29N3O3S in the gas phase in a non-equilibrium geometry.

XYZ file:
```
58
Properties=species:S:1:pos:R:3:forces:R:3
C -8.419 -1.604 -0.186 -0.030 0.072 -0.029
C -7.081 -0.931 -0.143 0.055 -0.024 -0.037
C -6.205 -1.016 -1.217 -0.090 -0.072 0.050
C -4.977 -0.381 -1.188 0.054 0.115 0.119
C -4.592 0.355 -0.071 -0.238 -0.156 -0.036
C -3.302 1.040 -0.001 0.934 -0.298 -0.404
N -3.256 2.282 0.573 -0.507 0.599 0.404
C -2.074 2.778 0.569 0.665 -0.661 -0.456
N -1.751 4.023 0.999 0.157 0.465 0.147
S -0.843 1.740 -0.152 -0.758 0.264 0.121
C -2.102 0.561 -0.442 -0.284 0.251 0.044
C -1.754 -0.781 -0.986 0.161 0.089 0.043
C -0.619 -1.428 -0.215 -0.123 -0.217 -0.350
O 0.203 -2.164 -0.707 -0.009 -0.087 -0.036
O -0.659 -1.101 1.071 -0.213 0.129 0.147
C 0.339 -1.628 1.941 0.386 -0.188 0.267
C 1.650 -0.818 1.862 -0.631 -0.454 -0.045
O 1.962 -0.025 2.724 0.068 0.285 0.376
N 2.380 -1.094 0.774 0.346 -0.061 -0.463
C 3.647 -0.451 0.486 0.181 -0.211 -0.045
C 4.794 -1.435 0.732 0.077 0.368 0.188
C 6.136 -0.781 0.424 -0.042 -0.214 -0.190
C 6.158 -0.269 -1.012 0.000 0.158 0.075
C 5.021 0.720 -1.290 0.093 -0.179 -0.068
C 5.242 2.048 -0.568 -0.081 -0.185 -0.181
C 3.670 0.058 -0.961 -0.106 0.316 0.093
C 2.489 0.986 -1.236 0.163 -0.260 -0.030
C -5.479 0.462 0.998 0.065 -0.019 -0.055
C -6.702 -0.175 0.961 0.005 -0.029 -0.040
H -9.178 -0.902 -0.533 -0.103 -0.025 -0.012
H -8.711 -1.949 0.804 -0.062 -0.055 0.032
H -8.407 -2.452 -0.867 -0.053 -0.067 -0.017
H -6.490 -1.582 -2.093 -0.039 -0.058 -0.078
H -4.331 -0.430 -2.052 0.070 0.012 -0.071
H -0.791 4.191 1.249 -0.098 0.043 0.068
H -2.448 4.477 1.567 0.033 -0.012 0.010
H -2.623 -1.439 -0.900 0.085 0.001 -0.028
H -1.456 -0.738 -2.039 -0.018 -0.148 0.113
H 0.530 -2.678 1.694 -0.071 0.119 0.056
H -0.074 -1.534 2.946 0.138 0.010 -0.175
H 2.026 -1.752 0.091 -0.135 0.048 0.197
H 3.723 0.386 1.188 0.030 -0.046 -0.092
H 4.656 -2.309 0.090 -0.043 -0.079 -0.020
H 4.765 -1.769 1.771 -0.061 -0.064 -0.010
H 6.939 -1.506 0.567 0.044 0.062 0.069
H 6.308 0.043 1.117 0.066 0.026 0.096
H 7.117 0.211 -1.219 0.042 -0.018 -0.084
H 6.061 -1.120 -1.692 0.037 -0.047 -0.053
H 5.023 0.933 -2.367 -0.041 -0.025 0.048
H 4.515 2.786 -0.894 -0.065 0.138 0.030
H 5.161 1.941 0.509 0.005 0.066 0.175
H 6.234 2.430 -0.799 0.091 0.074 0.013
H 3.573 -0.817 -1.616 0.035 -0.050 -0.002
H 2.593 1.455 -2.212 -0.020 0.100 -0.122
H 1.557 0.427 -1.229 -0.087 -0.002 -0.018
H 2.418 1.762 -0.479 -0.033 0.139 0.091
H -5.190 1.050 1.856 0.018 0.068 0.079
H -7.377 -0.087 1.801 -0.063 -0.004 0.093
```
Forces are in eV/Å.

Output
* relative energy (zero: lowest compared OMol25 entry of this formula, charge and spin): 15.7 kcal/mol
* highest occupied orbital energy: -7.86 eV
* charge: 0
* total energy: -44734.896 eV
* structure (SMILES): Cc1ccc(-c2nc(N)sc2CC(=O)OCC(=O)N[C@H]2CCC[C@H](C)[C@@H]2C)cc1
* Kohn-Sham gap: 8.50 eV
* strongest force on any atom: 1.06 eV/Å
* LUMO: 0.6375 eV

These are the natural (NBO) partial charges, in e, on atoms 1 to 4: -0.627 -0.017 -0.207 -0.225